{
  "formula": "C4H9NO",
  "method": "ωB97M-V/def2-TZVPD",
  "gap_ha": 0.3186,
  "de_lowest_kj_mol": 529.5,
  "total_energy_ev": -7826.832,
  "largest_force_ev_per_a": 0.311,
  "elements": ["C", "C", "C", "N", "C", "O", "H", "H", "H", "H", "H", "H", "H", "H", "H"],
  "xyz": [[0.68335, -1.51564, 0.15731], [0.13164, -0.12311, 0.42840], [1.15976, 0.98914, 0.28615], [-0.98492, 0.15952, -0.49334], [-1.95478, 1.24371, -0.15816], [-2.24889, -0.23907, -0.06412], [1.47835, -1.75257, 0.87059], [1.11815, -1.57583, -0.84922], [-0.09886, -2.27574, 0.24828], [-0.33839, -0.07121, 1.41326], [0.66633, 1.95396, 0.43504], [1.63691, 0.97436, -0.70152], [1.94404, 0.87163, 1.03966], [-0.82866, -0.14568, -1.45403], [-2.36403, 1.50652, -1.15830]],
  "lowdin_charge": [-0.05, -0.39, -0.05, -0.20, -0.05, -0.11, 0.09, 0.08, 0.08, 0.15, 0.08, 0.08, 0.09, 0.18, 0.03]
}

***

{
  "formula": "C4H9NO",
  "method": "ωB97M-V/def2-TZVPD",
  "gap_ha": 0.3498,
  "de_lowest_kj_mol": 262.3,
  "total_energy_ev": -7829.602,
  "smiles": "C=NC(=C)C.O",
  "largest_force_ev_per_a": 1.965,
  "elements": ["C", "N", "C", "C", "C", "H", "H", "H", "H", "H", "H", "H", "O", "H", "H"],
  "xyz": [[-0.67500, -0.45411, 1.64637], [0.36774, -0.68859, 0.97075], [0.39074, -0.59134, -0.46052], [-0.53862, -0.00382, -1.19358], [1.65330, -1.19167, -0.98733], [-0.65060, -0.26465, 2.72112], [-1.66087, -0.47022, 1.19594], [-1.53691, 0.36278, -1.02727], [-0.38550, 0.30640, -2.22779], [1.61597, -1.51261, -2.03035], [1.88975, -2.11991, -0.45730], [2.51584, -0.54168, -0.83356], [-1.34554, 2.36830, 0.71146], [-0.74885, 3.12795, 0.79366], [-0.89144, 1.67316, 1.17842]],
  "lowdin_charge": [-0.07, 0.03, -0.41, 0.04, -0.07, 0.08, 0.08, 0.05, 0.07, 0.08, 0.08, 0.08, -0.06, 0.05, -0.03]
}

***

{
  "formula": "C4H9NO",
  "method": "ωB97M-V/def2-TZVPD",
  "gap_ha": 0.3609,
  "de_lowest_kj_mol": 428.8,
  "total_energy_ev": -7827.876,
  "smiles": "C=CO.C=NC",
  "largest_force_ev_per_a": 4.572,
  "elements": ["C", "C", "O", "H", "H", "H", "H", "C", "N", "C", "H", "H", "H", "H", "H"],
  "xyz": [[-2.53063, -0.30146, -0.94887], [-2.59761, 0.76030, -0.18243], [-2.30021, 0.62632, 1.15248], [-2.72679, -0.01968, -1.94077], [-2.19828, -1.36838, -0.72229], [-2.78295, 1.84999, -0.55264], [-2.02344, -0.18966, 1.49740], [3.63946, -0.10683, -0.26124], [2.55670, -0.84480, -0.28129], [1.30572, -0.30586, 0.36173], [4.64164, -0.50614, -0.29554], [3.73626, 0.95617, -0.39697], [0.97951, 0.42368, -0.42828], [0.41642, -0.87022, 0.62434], [1.56084, 0.35032, 1.14888]],
  "lowdin_charge": [-0.03, -0.28, -0.03, 0.02, 0.10, 0.15, 0.06, -0.08, -0.08, -0.13, 0.05, 0.06, 0.09, 0.05, 0.05]
}

***

{
  "formula": "C4H9NO",
  "method": "ωB97M-V/def2-TZVPD",
  "gap_ha": 0.3444,
  "de_lowest_kj_mol": 282.8,
  "total_energy_ev": -7829.389,
  "smiles": "CN[C@@]1(C)CO1",
  "largest_force_ev_per_a": 2.884,
  "elements": ["C", "N", "C", "C", "C", "O", "H", "H", "H", "H", "H", "H", "H", "H", "H"],
  "xyz": [[1.33268, -1.40438, 0.60903], [0.01489, -1.01819, 0.14161], [-0.19491, 0.40555, -0.20227], [-0.75800, 0.66735, -1.57333], [-0.71149, 1.15083, 0.98148], [0.72922, 1.33885, 0.26602], [1.51677, -2.46215, 0.39650], [1.44595, -1.23087, 1.68370], [2.11359, -0.84625, 0.08585], [-0.75895, -1.51083, 0.57345], [0.04965, 0.95945, -2.25042], [-1.25167, -0.21790, -1.98917], [-1.49095, 1.47859, -1.57213], [-0.55550, 0.78423, 1.98670], [-1.48129, 1.90572, 0.86299]],
  "lowdin_charge": [-0.13, -0.06, -0.62, -0.01, 0.06, -0.02, 0.07, 0.07, 0.08, 0.11, 0.09, 0.08, 0.08, 0.10, 0.10]
}

***

{
  "formula": "C4H9NO",
  "method": "ωB97M-V/def2-TZVPD",
  "gap_ha": 0.3808,
  "de_lowest_kj_mol": 244.5,
  "total_energy_ev": -7829.786,
  "smiles": "COC[C@H]1CN1",
  "largest_force_ev_per_a": 0.309,
  "elements": ["C", "O", "C", "C", "C", "N", "H", "H", "H", "H", "H", "H", "H", "H", "H"],
  "xyz": [[-0.20958, 1.14107, 1.95083], [-0.27495, 0.19144, 0.91127], [0.05618, 0.75585, -0.33622], [0.09632, -0.32220, -1.39288], [0.75143, -1.61629, -1.12345], [-0.70734, -1.52662, -1.24043], [-0.93175, 0.85364, 2.72164], [-0.47010, 2.14324, 1.57746], [0.80098, 1.19363, 2.38617], [1.03250, 1.26730, -0.29015], [-0.70208, 1.51345, -0.60027], [0.12162, 0.07201, -2.40842], [1.17287, -1.77866, -0.13369], [1.25253, -2.14219, -1.93227], [-1.09776, -1.52049, -0.29995]],
  "lowdin_charge": [-0.11, -0.20, -0.21, -0.31, -0.15, 0.03, 0.09, 0.09, 0.09, 0.13, 0.13, 0.13, 0.11, 0.10, 0.09]
}

***

{
  "formula": "C4H9NO",
  "method": "ωB97M-V/def2-TZVPD",
  "gap_ha": 0.3381,
  "de_lowest_kj_mol": 158.0,
  "total_energy_ev": -7830.682,
  "smiles": "C=C(N)OCC",
  "largest_force_ev_per_a": 0.335,
  "elements": ["C", "C", "N", "O", "C", "C", "H", "H", "H", "H", "H", "H", "H", "H", "H"],
  "xyz": [[-0.39474, -0.78704, 1.75169], [-0.92297, -0.09172, 0.74172], [-2.10032, -0.41870, 0.07266], [-0.35380, 1.08536, 0.32856], [0.43672, 1.00530, -0.85798], [1.68819, 0.15158, -0.71840], [-0.88156, -1.67465, 2.13999], [0.51845, -0.43683, 2.21486], [-2.34014, 0.15503, -0.72017], [-2.29000, -1.40135, -0.04890], [0.70942, 2.04240, -1.07074], [-0.17408, 0.63946, -1.69707], [2.27296, 0.22417, -1.64233], [1.44626, -0.90136, -0.54662], [2.31176, 0.49726, 0.11257]],
  "lowdin_charge": [0.04, -0.51, 0.12, -0.08, -0.25, -0.08, 0.05, 0.06, 0.09, 0.09, 0.12, 0.11, 0.08, 0.07, 0.08]
}

***

{
  "formula": "C4H9NO",
  "method": "ωB97M-V/def2-TZVPD",
  "gap_ha": 0.3028,
  "de_lowest_kj_mol": 240.9,
  "total_energy_ev": -7829.823,
  "smiles": "C=CC(=C)N.O",
  "largest_force_ev_per_a": 1.556,
  "elements": ["C", "C", "C", "C", "N", "H", "H", "H", "H", "H", "H", "H", "O", "H", "H"],
  "xyz": [[-0.94403, 1.70898, 1.00366], [-0.12225, 0.74829, 0.58531], [0.07998, 0.35896, -0.84291], [0.16548, 1.34034, -1.75570], [0.49455, -0.93370, -1.05007], [-0.78854, 2.03268, 2.02343], [-1.66008, 2.13867, 0.32460], [0.51462, 0.26238, 1.31737], [-0.36446, 2.27541, -1.66138], [0.58802, 1.13500, -2.72209], [0.79085, -1.43767, -0.21891], [0.29915, -1.55352, -1.81259], [0.10858, -2.60066, 1.25203], [0.50398, -3.43474, 1.54815], [0.33416, -2.04043, 2.00910]],
  "lowdin_charge": [0.00, -0.14, -0.44, 0.03, 0.08, 0.05, 0.06, 0.09, 0.05, 0.04, 0.04, 0.09, -0.06, 0.06, 0.04]
}

***

{
  "formula": "C4H9NO",
  "method": "ωB97M-V/def2-TZVPD",
  "gap_ha": 0.3725,
  "de_lowest_kj_mol": 67.6,
  "total_energy_ev": -7831.619,
  "smiles": "CC(=O)N(C)C",
  "largest_force_ev_per_a": 1.698,
  "elements": ["C", "C", "O", "N", "C", "C", "H", "H", "H", "H", "H", "H", "H", "H", "H"],
  "xyz": [[-0.62486, -1.80083, 0.54901], [0.37896, -0.67875, 0.75348], [1.18880, -0.72457, 1.66088], [0.34610, 0.32557, -0.15918], [-0.79133, 0.52974, -1.03073], [1.14221, 1.53789, 0.10381], [-0.42784, -2.26505, -0.42360], [-1.68656, -1.54986, 0.60150], [-0.36427, -2.53817, 1.29066], [-1.62471, 1.02379, -0.51758], [-0.51008, 1.20713, -1.82035], [-1.16196, -0.41535, -1.42006], [1.62554, 1.80054, -0.84151], [1.97637, 1.21495, 0.72219], [0.53364, 2.33294, 0.53148]],
  "lowdin_charge": [-0.01, -0.53, 0.04, -0.16, -0.07, -0.03, 0.09, 0.08, 0.08, 0.10, 0.08, 0.08, 0.09, 0.08, 0.09]
}

***

{
  "formula": "C4H9NO",
  "method": "ωB97M-V/def2-TZVPD",
  "gap_ha": 0.3920,
  "de_lowest_kj_mol": 24.4,
  "total_energy_ev": -7832.067,
  "smiles": "CCCC(N)=O",
  "largest_force_ev_per_a": 1.549,
  "elements": ["C", "C", "C", "C", "N", "O", "H", "H", "H", "H", "H", "H", "H", "H", "H"],
  "xyz": [[-1.23416, -1.18690, -1.47775], [-0.62916, 0.12921, -0.97335], [0.08388, -0.11684, 0.36159], [0.84506, 1.07613, 0.88186], [1.65696, 0.84188, 1.95947], [0.68416, 2.19452, 0.44489], [-1.40741, -1.07579, -2.55374], [-0.50107, -1.98073, -1.35099], [-2.21018, -1.35564, -1.04266], [-1.41704, 0.83454, -0.72752], [0.10513, 0.52151, -1.66870], [0.80584, -0.94545, 0.26339], [-0.59138, -0.49352, 1.13871], [1.62037, -0.05198, 2.41855], [2.18899, 1.60907, 2.32626]],
  "lowdin_charge": [-0.11, -0.25, -0.16, -0.56, 0.15, 0.06, 0.07, 0.07, 0.07, 0.11, 0.11, 0.12, 0.13, 0.10, 0.10]
}

***

{
  "formula": "C4H9NO",
  "method": "ωB97M-V/def2-TZVPD",
  "gap_ha": 0.3737,
  "de_lowest_kj_mol": 79.0,
  "total_energy_ev": -7831.501,
  "smiles": "CCN(C)C=O",
  "largest_force_ev_per_a": 1.000,
  "elements": ["C", "C", "N", "C", "C", "O", "H", "H", "H", "H", "H", "H", "H", "H", "H"],
  "xyz": [[1.35540, 1.18390, 1.16777], [0.34480, 1.07663, 0.04986], [-0.34510, -0.22316, 0.06521], [-1.00108, -0.68168, 1.27586], [-0.49358, -0.91971, -1.08850], [0.04513, -0.66518, -2.14125], [2.24553, 0.60804, 0.92599], [0.97968, 0.84388, 2.13020], [1.72143, 2.20371, 1.29841], [0.87030, 1.07841, -0.89323], [-0.42508, 1.84654, 0.02375], [-1.93319, -1.18879, 1.02496], [-1.26204, 0.13520, 1.93593], [-0.38470, -1.37065, 1.85442], [-1.19746, -1.76139, -1.00092]],
  "lowdin_charge": [-0.08, -0.20, -0.15, -0.07, -0.35, 0.02, 0.08, 0.06, 0.08, 0.11, 0.12, 0.08, 0.08, 0.09, 0.13]
}

***

{
  "formula": "C4H9NO",
  "method": "ωB97M-V/def2-TZVPD",
  "gap_ha": 0.3779,
  "de_lowest_kj_mol": 154.3,
  "total_energy_ev": -7830.721,
  "smiles": "C[C@H]1C[C@@]1(N)O",
  "largest_force_ev_per_a": 0.319,
  "elements": ["C", "C", "C", "C", "N", "O", "H", "H", "H", "H", "H", "H", "H", "H", "H"],
  "xyz": [[-0.99147, 0.76415, 1.50082], [0.17159, 0.39353, 0.61667], [0.54374, -1.06119, 0.41438], [-0.07581, -0.26987, -0.70206], [0.75354, 0.16668, -1.78381], [-1.41363, -0.56190, -1.03369], [-1.83307, 0.08886, 1.32566], [-1.33616, 1.78089, 1.28497], [-0.72024, 0.71626, 2.55983], [1.01206, 1.08463, 0.62105], [1.59276, -1.32804, 0.33577], [-0.08424, -1.78974, 0.92507], [0.56524, 1.14474, -1.98110], [0.52500, -0.34793, -2.62939], [-1.52417, -1.51793, -0.96973]],
  "lowdin_charge": [-0.07, -0.26, -0.03, -0.59, 0.10, 0.01, 0.07, 0.08, 0.08, 0.14, 0.10, 0.11, 0.08, 0.08, 0.10]
}

***

{
  "formula": "C4H9NO",
  "method": "ωB97M-V/def2-TZVPD",
  "gap_ha": 0.3005,
  "de_lowest_kj_mol": 403.3,
  "total_energy_ev": -7828.140,
  "largest_force_ev_per_a": 0.544,
  "elements": ["C", "N", "C", "C", "C", "O", "H", "H", "H", "H", "H", "H", "H", "H", "H"],
  "xyz": [[-1.01225, -0.68267, 0.72823], [-0.29764, 0.32268, 0.25720], [-1.05189, 1.47819, -0.24674], [0.99826, 0.25470, -0.14390], [1.95276, -0.68150, 0.38670], [3.12521, -0.72384, 0.04942], [-0.52004, -1.53677, -1.02916], [-2.06764, -0.53706, 0.90612], [-0.52243, -1.57372, 1.09291], [-1.94663, 1.61877, 0.36060], [-0.42911, 2.37138, -0.19017], [-1.32886, 1.28214, -1.28651], [1.36521, 1.07285, -0.74902], [0.15719, -1.29168, -1.31071], [1.57788, -1.37347, 1.17504]],
  "lowdin_charge": [-0.03, -0.30, -0.02, -0.15, -0.32, -0.01, 0.07, 0.08, 0.07, 0.09, 0.10, 0.11, 0.12, 0.09, 0.11]
}

***

{
  "formula": "C4H9NO",
  "method": "ωB97M-V/def2-TZVPD",
  "gap_ha": 0.3657,
  "de_lowest_kj_mol": 295.5,
  "total_energy_ev": -7829.257,
  "smiles": "CNCCC=O",
  "largest_force_ev_per_a": 6.141,
  "elements": ["C", "N", "C", "C", "C", "O", "H", "H", "H", "H", "H", "H", "H", "H", "H"],
  "xyz": [[1.45487, -1.06678, -1.34530], [0.34922, -0.32235, -1.02494], [-0.10127, -0.26023, 0.36532], [-0.29605, 1.04261, 1.04377], [-1.77494, 1.36084, 1.01424], [-2.54133, 0.87617, 1.80038], [1.94655, -0.80026, -2.33778], [1.29245, -2.21366, -1.32353], [2.43073, -0.95275, -0.52630], [-0.42736, -0.60762, -1.51603], [0.52148, -0.79238, 0.98563], [-1.06463, -0.83780, 0.29695], [0.12079, 1.01651, 2.10570], [0.21210, 1.86263, 0.52004], [-2.12261, 1.69509, -0.05816]],
  "lowdin_charge": [-0.21, -0.14, -0.24, -0.17, -0.29, 0.05, 0.08, 0.08, 0.14, 0.07, 0.08, 0.14, 0.14, 0.11, 0.15]
}

***

{
  "formula": "C4H9NO",
  "method": "ωB97M-V/def2-TZVPD",
  "gap_ha": 0.3608,
  "de_lowest_kj_mol": 205.6,
  "total_energy_ev": -7830.189,
  "smiles": "CC(=O)[C@H](C)N",
  "largest_force_ev_per_a": 4.530,
  "elements": ["C", "C", "O", "C", "C", "N", "H", "H", "H", "H", "H", "H", "H", "H", "H"],
  "xyz": [[-1.77959, -0.76655, -0.32604], [-1.00940, 0.42942, -0.36283], [-1.52077, 1.55485, -0.38014], [0.68637, 0.37874, -0.33220], [1.34835, -0.85825, 0.25534], [0.99827, 1.53984, 0.52795], [-1.35643, -1.35295, 0.55642], [-2.83477, -0.49656, -0.11204], [-1.77755, -1.41331, -1.16830], [1.07559, 0.60200, -1.31766], [2.48048, -0.66222, 0.30141], [0.88084, -1.11238, 1.22213], [1.48862, -1.84388, -0.28500], [0.83762, 2.53796, 0.06050], [0.48237, 1.46329, 1.36047]],
  "lowdin_charge": [-0.04, -0.39, 0.04, -0.35, -0.11, -0.01, 0.11, 0.10, 0.08, 0.12, 0.10, 0.07, 0.08, 0.14, 0.04]
}

***

{
  "formula": "C4H9NO",
  "method": "ωB97M-V/def2-TZVPD",
  "gap_ha": 0.3529,
  "de_lowest_kj_mol": 273.1,
  "total_energy_ev": -7829.490,
  "largest_force_ev_per_a": 0.670,
  "elements": ["C", "C", "C", "C", "O", "N", "H", "H", "H", "H", "H", "H", "H", "H", "H"],
  "xyz": [[-1.87304, 1.21521, 0.38526], [-1.23227, 0.69042, -0.87133], [0.04252, 0.91094, -1.18957], [1.44273, -0.89220, 0.62263], [0.42318, -1.73353, 0.39348], [2.53174, -1.62224, 0.85466], [-2.62044, 0.52249, 0.78710], [-2.38642, 2.16395, 0.18833], [-1.11837, 1.39581, 1.15871], [-0.31867, -1.16412, 0.12399], [-1.86840, 0.13658, -1.56270], [0.48134, 0.53460, -2.11040], [0.70884, 1.44455, -0.51944], [2.54556, -2.63792, 0.82025], [3.39934, -1.13990, 1.01739]],
  "lowdin_charge": [-0.12, -0.27, -0.05, -0.24, -0.03, 0.06, 0.07, 0.07, 0.07, 0.04, 0.10, 0.06, 0.05, 0.10, 0.08]
}

***

{
  "formula": "C4H9NO",
  "method": "ωB97M-V/def2-TZVPD",
  "gap_ha": 0.3134,
  "de_lowest_kj_mol": 383.2,
  "total_energy_ev": -7828.349,
  "largest_force_ev_per_a": 0.584,
  "elements": ["C", "C", "O", "C", "C", "N", "H", "H", "H", "H", "H", "H", "H", "H", "H"],
  "xyz": [[-0.14130, 1.81784, 0.44817], [0.41083, 0.72689, -0.45093], [1.71529, 0.44345, 0.00482], [-0.47447, -0.51324, -0.47840], [0.07415, -1.81544, -0.90733], [-0.26663, -1.52549, 0.58668], [0.51647, 2.69091, 0.42205], [-1.14432, 2.12361, 0.13237], [-0.18723, 1.45669, 1.48163], [0.43029, 1.08584, -1.49494], [1.89795, -0.48778, -0.18717], [-1.53665, -0.24947, -0.54300], [0.54268, -1.44091, 1.18910], [-0.73979, -2.45944, -1.27174], [-1.09729, -1.85347, 1.06866]],
  "lowdin_charge": [-0.05, -0.43, -0.05, -0.33, -0.07, 0.03, 0.08, 0.08, 0.08, 0.15, 0.07, 0.14, 0.13, 0.03, 0.14]
}